Below is a 10-piece molecular cluster, C66H158N10O18 overall in a non-equilibrium geometry, with properties calculated with wB97M-V/def2-TZVPD.

Structure (XYZ):
```
252
C66H158N10O18 | the OMol25 dataset | wB97M-V/def2-TZVPD
C -1.3161 -0.0416 -6.6930
C -1.2145 -0.0874 -5.1692
C 0.0976 -0.8311 -4.8295
C -1.0890 1.3766 -4.7100
C -2.3728 2.1821 -4.8004
C -3.6077 1.4451 -4.2725
C -3.7704 -0.0220 -4.7558
C -4.7386 -0.6137 -3.7910
C -4.5325 -0.0549 -6.1706
N -2.4634 -0.7018 -4.6040
O -2.5237 -2.1070 -4.6833
H -0.3504 0.3116 -7.0545
H -1.3307 -1.0021 -7.2079
H -2.1510 0.5479 -7.0719
H 0.2256 -1.6652 -5.5194
H 0.9378 -0.1418 -4.9135
H -0.0852 -1.2451 -3.8379
H -0.7917 1.4539 -3.6642
H -0.3362 1.9476 -5.2536
H -2.2316 3.1559 -4.3316
H -2.5434 2.4111 -5.8523
H -4.4788 1.9690 -4.6662
H -3.5901 1.6041 -3.1943
H -4.4108 -0.7159 -2.7565
H -5.0464 -1.5876 -4.1715
H -5.7190 -0.1412 -3.7307
H -4.1627 0.7217 -6.8402
H -5.5962 0.1715 -6.0962
H -4.4286 -1.0188 -6.6688
H -2.4343 -2.4200 -3.7801
C 1.4940 7.3567 2.2561
C 0.3800 8.3114 2.9021
C 0.9904 9.0644 4.0658
C 0.0459 9.4130 1.9341
C -0.7965 8.9979 0.7001
C -2.1004 8.2949 1.1396
C -1.7797 7.1793 2.1537
C -3.1608 6.9646 2.7899
C -1.3852 5.8809 1.4909
N -0.8921 7.5654 3.2720
O -0.7959 6.6863 4.3296
H 1.2414 7.1564 1.2149
H 2.4749 7.8233 2.3467
H 1.4168 6.4011 2.7747
H 1.3554 8.4893 4.9167
H 1.8337 9.6686 3.7313
H 0.3199 9.7978 4.5139
H -0.6063 10.1976 2.3179
H 0.9684 9.8522 1.5542
H -0.9839 9.8229 0.0129
H -0.0845 8.3898 0.1421
H -2.5148 7.7891 0.2675
H -2.7627 9.0448 1.5720
H -3.2696 6.1167 3.4662
H -3.9772 6.8399 2.0786
H -3.5411 7.7994 3.3786
H -2.1695 5.5268 0.8220
H -1.3404 5.0525 2.1979
H -0.4334 5.8789 0.9596
H -1.3737 7.0754 4.9902
C 2.1770 -5.4293 -2.4474
O 0.7836 -5.6239 -2.2939
C -0.0770 -4.4671 -2.1877
C -1.4887 -4.7366 -1.9510
N -2.3054 -3.5347 -1.9740
C -3.7354 -3.6987 -1.6333
C -4.5302 -4.3650 -2.7542
O -5.8048 -4.6744 -2.2231
C -6.7279 -5.4870 -2.9970
H 2.7876 -6.3150 -2.6229
H 2.5892 -4.9827 -1.5425
H 2.4223 -4.7021 -3.2214
H 0.1033 -3.9317 -3.1199
H 0.3339 -3.8584 -1.3823
H -1.5174 -5.3081 -1.0233
H -1.8227 -5.4522 -2.7023
H -2.0092 -2.8364 -1.3071
H -4.1255 -2.6960 -1.4584
H -3.8765 -4.3522 -0.7724
H -4.0756 -5.3077 -3.0588
H -4.5512 -3.5841 -3.5145
H -7.5976 -5.7604 -2.3996
H -6.4236 -6.4729 -3.3483
H -6.9423 -4.9437 -3.9173
C -3.8436 -2.0410 5.8294
O -4.2290 -1.8480 4.3969
C -3.5369 -2.5707 3.4394
C -4.2091 -2.3386 2.0919
N -3.9488 -0.9613 1.7962
C -5.0457 -0.3160 1.0434
C -4.9324 1.2588 1.2358
O -6.0038 1.9638 0.6155
C -5.7926 3.3723 0.8246
H -3.7819 -3.1026 6.0691
H -4.6338 -1.6394 6.4638
H -2.9789 -1.4326 6.0944
H -3.4598 -3.5963 3.8004
H -2.5195 -2.1802 3.4627
H -5.2785 -2.5474 2.1206
H -3.7249 -2.9406 1.3230
H -3.9270 -0.5707 2.7274
H -6.0385 -0.6108 1.3833
H -4.8906 -0.4857 -0.0221
H -4.0619 1.6111 0.6825
H -4.8484 1.5554 2.2813
H -6.5320 3.9243 0.2445
H -4.7867 3.6983 0.5599
H -5.9896 3.6348 1.8640
C 4.0523 -9.2249 0.1795
O 3.2240 -8.3261 0.9314
C 3.0628 -8.7097 2.3399
C 2.3349 -7.5365 3.1400
N 0.8440 -7.6608 3.0676
C 0.3451 -6.4678 3.7267
C -1.1869 -6.2576 3.6029
O -1.6908 -6.3338 2.1912
C -3.1316 -6.4384 2.1370
H 4.5988 -8.7299 -0.6233
H 3.3970 -9.9762 -0.2612
H 4.8819 -9.5717 0.7955
H 4.0147 -8.8445 2.8536
H 2.4518 -9.6077 2.4316
H 2.6502 -6.5188 2.9094
H 2.6254 -7.6087 4.1881
H 0.6763 -7.7651 2.0771
H 0.7622 -5.5901 3.2329
H 0.6379 -6.3890 4.7737
H -1.4306 -5.2988 4.0606
H -1.6799 -7.0010 4.2293
H -3.4820 -6.6473 1.1262
H -3.6546 -5.5133 2.3794
H -3.5032 -7.2575 2.7526
C -0.2469 2.6485 0.4473
O -0.0420 1.3677 0.0133
C -1.2625 0.7869 -0.5222
C -0.9551 -0.5354 -1.2084
N -1.0227 -1.6066 -0.2222
C 0.2101 -1.7341 0.5484
C 0.1709 -3.0011 1.4413
O 1.4018 -3.3008 2.2463
C 2.5125 -3.7785 1.5774
H 0.5808 3.1784 0.9187
H -1.0742 2.6105 1.1560
H -0.5963 3.3633 -0.2977
H -1.6705 1.4117 -1.3167
H -2.0589 0.6479 0.2088
H -0.0286 -0.4281 -1.7726
H -1.6742 -0.8337 -1.9713
H -1.7326 -1.3537 0.4503
H 0.2815 -0.8109 1.1234
H 1.0212 -1.9159 -0.1566
H -0.0794 -3.9039 0.8843
H -0.6596 -2.9779 2.1469
H 2.8043 -3.2656 0.6609
H 2.2156 -4.7614 1.2117
H 3.3581 -4.0877 2.1918
C 1.7065 10.0470 -8.4165
O 2.0874 8.9397 -7.6719
C 1.8839 7.7586 -8.3259
C 2.2353 6.5929 -7.4012
N 1.4403 6.6243 -6.1829
C 1.7999 5.6620 -5.2042
C 1.1250 5.9218 -3.8038
O 1.5842 4.9301 -2.8944
C 1.3179 5.3784 -1.5539
H 0.6423 10.2823 -8.4288
H 1.9780 10.0055 -9.4714
H 2.1098 10.9898 -8.0470
H 2.5293 7.7284 -9.2037
H 0.8368 7.6100 -8.5893
H 3.2650 6.6402 -7.0467
H 2.1572 5.6453 -7.9341
H 1.5806 7.5971 -5.9503
H 2.8450 5.7565 -4.9093
H 1.7385 4.6516 -5.6084
H 0.0386 5.8472 -3.8523
H 1.2025 6.9775 -3.5436
H 1.6430 6.3900 -1.3106
H 1.9867 4.7821 -0.9332
H 0.2937 5.2113 -1.2205
C 4.8557 4.1228 -0.2188
O 4.2098 3.1789 0.7116
C 3.4835 2.1431 -0.0368
C 2.8370 1.1824 0.9943
N 3.9035 0.5080 1.8112
C 3.3303 -0.4665 2.7543
C 4.4141 -1.1940 3.5480
O 4.9413 -0.2865 4.5914
C 5.6867 -0.9724 5.5863
H 4.1114 4.8624 -0.5141
H 5.2894 3.6617 -1.1061
H 5.6842 4.6131 0.2925
H 4.1437 1.5339 -0.6541
H 2.6777 2.4802 -0.6889
H 2.3936 0.4093 0.3667
H 2.1191 1.6399 1.6750
H 4.4311 1.2684 2.2155
H 2.8041 -1.1509 2.0888
H 2.6675 0.0488 3.4495
H 5.1426 -1.7164 2.9280
H 3.8769 -2.0042 4.0410
H 5.1135 -1.8168 5.9690
H 5.8093 -0.4056 6.5092
H 6.6535 -1.3232 5.2250
C 5.9957 -6.7678 1.8932
O 6.1066 -5.4500 1.4428
C 5.3440 -5.2311 0.2768
C 5.4274 -3.7279 0.0368
N 4.8990 -3.4330 -1.2761
C 4.7309 -2.0161 -1.5187
C 3.7577 -1.8858 -2.7503
O 4.2739 -2.6849 -3.8836
C 3.3639 -2.6353 -5.0063
H 6.7319 -6.9881 2.6662
H 6.1917 -7.4669 1.0803
H 4.9915 -7.0661 2.1943
H 4.3020 -5.4901 0.4647
H 5.8533 -5.8600 -0.4534
H 6.4497 -3.3581 0.1160
H 4.9002 -3.2493 0.8621
H 5.4749 -3.8139 -2.0132
H 5.6792 -1.5700 -1.8185
H 4.4170 -1.4055 -0.6721
H 3.7078 -0.8122 -2.9325
H 2.7211 -2.1120 -2.5007
H 2.3306 -2.8311 -4.7199
H 3.6723 -3.4756 -5.6282
H 3.4480 -1.6563 -5.4782
C 1.7952 -3.9085 6.1662
O 0.4567 -3.8228 6.5512
C -0.0987 -2.5341 6.5377
C -0.0033 -1.8761 5.1425
N -0.8556 -0.7236 5.1957
C -0.9448 0.0139 3.9479
C -2.0600 1.0941 4.0107
O -1.5364 2.3119 4.6316
C -2.5395 3.3006 4.7757
H 2.0396 -4.9706 6.1789
H 2.3589 -3.5121 7.0107
H 2.0531 -3.4474 5.2129
H 0.3791 -2.0188 7.3709
H -1.1285 -2.7595 6.8146
H -0.2249 -2.6536 4.4114
H 1.0409 -1.5669 5.0952
H -0.5905 -0.2247 6.0329
H -1.0831 -0.6347 3.0828
H -0.0049 0.5472 3.8053
H -3.0151 0.7961 4.4433
H -2.3348 1.3291 2.9824
H -3.2359 3.4059 3.9438
H -2.0307 4.2572 4.8946
H -3.1567 3.1999 5.6685
```

LUMO energy   0.5 eV
SMILES   CC1(C)CCCC(C)(C)N1O.CC1(C)CCCC(C)(C)N1O.COCCNCCOC.COCCNCCOC.COCCNCCOC.COCCNCCOC.COCCNCCOC.COCCNCCOC.COCCNCCOC.COCCNCCOC
Energy relative to the best compared isomer or geometry (same formula, charge and spin)   0.0 kJ/mol
E_tot   -4510.69870 a.u.
E_HOMO   -7.87 eV
Gap between HOMO and LUMO   8.3 eV